Entry 1:
# C17H48NO13S7V

C17H48NO13S7V as an isolated structure (ωB97M-V with the def2-TZVPD basis set, OMol25).

Geometry as XYZ:
```
87
C17H48NO13S7V | OMol25 | ωB97M-V with the def2-TZVPD basis set
V 0.79419 -0.40650 2.88761
N 0.37917 -0.14147 0.10573
O 1.21057 -0.98077 0.51853
O -0.11069 0.61898 0.98412
O 0.04982 -0.05912 -1.06679
C 2.39151 -1.68366 -2.44734
S 2.75473 -2.49521 -4.02517
O 1.42688 -3.04222 -4.45430
C 2.95067 -0.94233 -4.96466
H 3.30152 -1.25455 -2.01083
H 2.01542 -2.32057 -1.65276
H 1.68720 -0.89957 -2.71199
H 1.95487 -0.49844 -5.01324
H 3.36457 -1.10646 -5.95380
H 3.58232 -0.24115 -4.41312
C 1.90033 4.12638 3.96769
S 1.28336 3.02724 2.65421
O 1.41845 1.61877 3.17734
C -0.47642 3.43042 2.84953
H 2.08408 3.54809 4.87247
H 1.28978 5.00502 4.15525
H 2.87964 4.49501 3.64761
H -1.05580 2.56363 2.54085
H -0.72491 4.31731 2.26311
H -0.72623 3.70283 3.87551
C 5.16747 0.68663 3.54443
S 4.30072 -0.22939 2.26375
O 2.91404 -0.50736 2.76929
C 4.14818 1.10923 1.05299
H 6.18696 0.88759 3.20820
H 5.24392 0.07836 4.44547
H 4.71440 1.63420 3.83910
H 3.74456 1.97899 1.57019
H 3.52191 0.85785 0.20197
H 5.15153 1.37340 0.71257
C -1.45463 -3.41203 0.58352
S -2.08333 -2.55460 2.05701
O -1.03572 -1.54009 2.43685
C -3.37786 -1.56806 1.25059
H -1.09642 -2.63971 -0.10146
H -2.25021 -4.01482 0.15166
H -0.56701 -3.99160 0.82793
H -4.11414 -2.27119 0.87210
H -2.94830 -0.85999 0.54526
H -3.73471 -0.98955 2.10431
C 3.34051 -3.75433 4.16779
S 1.91054 -3.84770 3.03881
O 1.23138 -2.51513 3.10050
C 2.81488 -3.80563 1.47586
H 2.98459 -3.84975 5.18575
H 3.78834 -2.79741 3.89732
H 4.06593 -4.52119 3.89706
H 2.06005 -3.67686 0.70462
H 3.37067 -4.73567 1.35694
H 3.51074 -2.96754 1.43442
C -3.76290 -2.84421 -4.30688
S -3.26855 -2.82093 -2.56286
O -2.91649 -4.23607 -2.20407
C -1.71328 -1.93813 -2.83943
H -3.07133 -3.49166 -4.84878
H -3.74642 -1.83136 -4.71462
H -4.76167 -3.23800 -4.49472
H -1.87914 -0.86498 -2.75487
H -1.27097 -2.20730 -3.79720
H -1.05020 -2.23709 -2.03079
C -2.08648 2.97965 -5.62205
S -1.80279 2.22047 -4.01323
O -2.78598 1.09003 -3.88975
C -0.16364 1.51639 -4.40408
H -1.18145 3.09437 -6.21591
H -2.52209 3.97625 -5.54376
H -2.80000 2.35564 -6.16036
H -0.18961 0.68324 -5.10384
H 0.28701 1.20593 -3.46061
H 0.43236 2.34068 -4.79802
C -2.62993 2.43410 -0.06749
O -3.49337 2.05952 1.00170
C -3.91969 3.03733 1.77680
O -3.57914 4.18950 1.74703
O -4.78748 2.52924 2.65161
C -5.25488 3.44589 3.65140
H -2.88843 3.37680 -0.54955
H -2.55875 1.67520 -0.84200
H -1.63686 2.55976 0.37095
H -4.43069 3.97890 4.12276
H -5.81274 2.82561 4.34317
H -5.88848 4.19693 3.17904
```

Properties
HOMO (alpha / beta): -10.157 / -10.157 eV
2S+1: 4
LUMO energy (alpha / beta): -0.0770 / -0.0800 Eh
orbital gap (alpha / beta): 8.1 / 8.0 eV
total charge: +1
calculated total energy: -148036.8728 eV

***

Entry 2:
# C17H49NaO8S7

C17H49NaO8S7 as an isolated structure (ωB97M-V with the def2-TZVPD basis set, OMol25).

Geometry as XYZ:
```
82
C17H49NaO8S7 | OMol25 | ωB97M-V with the def2-TZVPD basis set
Na 3.85539 0.44162 1.51042
C -0.01050 0.75858 1.44361
C 0.79473 -0.37131 0.77166
C -0.10709 -1.24539 -0.10307
O 1.95108 0.02481 0.18781
H -0.39301 1.49311 0.71928
H 0.66025 1.33660 2.08449
H -0.87501 0.37325 1.99447
H 0.98674 -1.02836 1.65852
H -0.97167 -1.65152 0.43516
H 0.44639 -2.09948 -0.49826
H -0.48493 -0.65595 -0.95354
C 2.29421 1.58359 -6.21464
S 2.05424 0.58512 -4.73150
O 2.67246 1.34604 -3.63084
C 0.28625 0.88950 -4.56444
H 2.13232 2.62437 -5.94072
H 1.64838 1.23156 -7.01862
H 3.33239 1.44029 -6.51267
H 0.15113 0.75136 -3.48811
H -0.33548 0.15427 -5.07141
H 0.03602 1.91119 -4.84205
C -0.58791 -2.44401 -4.00997
S 0.32429 -3.81325 -3.32075
O 0.54636 -4.82343 -4.36857
C 1.85139 -2.93216 -3.12302
H -1.58492 -2.75597 -4.31200
H -0.03878 -2.11961 -4.89568
H -0.63513 -1.67455 -3.23931
H 1.99797 -2.21521 -3.94037
H 2.68500 -3.61765 -3.28910
H 2.05273 -2.39910 -2.19364
C -3.56654 0.21362 -1.04556
S -4.93447 0.77896 -2.07567
O -5.54292 -0.47641 -2.59045
C -6.01260 1.28366 -0.72085
H -3.93371 -0.68866 -0.55582
H -3.31167 0.93282 -0.26349
H -2.66806 0.04577 -1.63254
H -6.54743 0.38517 -0.40997
H -6.72659 2.01350 -1.09751
H -5.49705 1.68913 0.14834
C -0.85700 5.94259 -0.40779
S -0.06225 4.32286 -0.25036
O 1.23812 4.43401 -0.91080
C -1.12605 3.42775 -1.36824
H -1.25578 6.07111 -1.41092
H -0.10096 6.67763 -0.14641
H -1.64927 5.97768 0.34296
H -1.02421 2.35959 -1.17740
H -0.86064 3.62313 -2.40558
H -2.15702 3.69913 -1.12438
C 1.85064 -2.62029 5.02994
S 3.27879 -2.05402 4.15031
O 2.85672 -1.22603 2.98014
C 3.92995 -0.94919 5.39133
H 1.19100 -1.82857 5.38348
H 2.22184 -3.19237 5.88328
H 1.32334 -3.32799 4.39362
H 3.38407 -0.00393 5.39573
H 4.96490 -0.73602 5.12896
H 3.88153 -1.41728 6.37292
C 2.03247 3.00225 4.37469
S 1.92249 4.49661 5.35315
O 2.99845 5.40900 4.93401
C 0.48856 5.11598 4.49821
H 2.96810 2.47213 4.54920
H 2.02948 3.20247 3.29870
H 1.14901 2.39957 4.58965
H 0.26375 6.11262 4.87810
H -0.40600 4.50384 4.61684
H 0.73217 5.24008 3.44262
C -0.75627 -6.32990 -0.76214
S -1.79258 -6.73203 0.64097
O -0.93300 -7.40562 1.65344
C -2.03206 -5.04831 1.24182
H -0.99001 -5.36895 -1.21543
H -0.73666 -7.15322 -1.47227
H 0.27700 -6.22503 -0.41321
H -3.00531 -4.63674 0.97851
H -1.24900 -4.35295 0.93695
H -1.98258 -5.15747 2.32582
```

Properties
HOMO: -6.758 eV
LUMO energy: -0.0263 Eh
orbital gap: 6.0 eV
calculated total energy: -115059.6876 eV

***

Entry 3:
# C17H50Cl2F3N21O12P

A 11-piece molecular cluster, C17H50Cl2F3N21O12P overall (ωB97M-V with the def2-TZVPD basis set, OMol25).

Geometry as XYZ:
```
106
C17H50Cl2F3N21O12P | OMol25 | ωB97M-V with the def2-TZVPD basis set
C 2.62318 -2.04480 -2.29754
C 1.48397 -1.05677 -2.23482
Cl 1.49172 0.00630 -0.83904
C 0.52837 -0.96411 -3.14528
Cl 0.64099 -2.16615 -4.50261
C -0.62851 -0.03664 -3.25858
C -1.43600 0.03728 -1.91882
C -2.95858 -0.23926 -2.06764
C -3.50506 -0.33307 -3.45889
F -4.87387 -0.48600 -3.35758
F -3.35225 0.72584 -4.19062
F -3.12619 -1.42023 -4.11821
P -0.01594 1.59426 -3.70184
N -1.04768 2.75423 -3.46976
O 0.30029 1.50252 -5.30569
O 1.38867 2.00486 -2.99575
H 3.46728 -1.63957 -1.74217
H 2.33135 -2.98106 -1.85259
H 2.97058 -2.19335 -3.31600
H -1.24739 0.98865 -1.41691
H -1.06871 -0.75785 -1.28477
H -3.20155 -1.18519 -1.58039
H -3.54738 0.53210 -1.56764
H -1.88741 2.38122 -3.04550
H 0.06926 2.37252 -5.66590
H 1.17120 2.54803 -2.22142
C 4.24281 -5.15875 -0.73673
O 3.96625 -3.97543 -0.76779
N 3.77199 -6.04049 -1.67003
N 5.04312 -5.70651 0.22998
H 3.98434 -7.01974 -1.66870
H 3.18244 -5.66855 -2.39412
H 5.40500 -5.08502 0.92953
H 5.28167 -6.67888 0.27090
C 2.85866 1.75633 3.63028
O 2.67923 2.31830 4.70443
N 3.93174 2.01484 2.83643
N 1.98876 0.82246 3.14602
H 4.08906 1.56113 1.95578
H 4.59625 2.70135 3.16385
H 1.18463 0.61066 3.70629
H 2.11047 0.34789 2.26999
C -2.74796 -0.15321 -8.03446
O -3.06728 -0.12127 -9.21842
N -3.34318 -0.98293 -7.13266
N -1.76947 0.62934 -7.50937
H -3.09383 -1.01936 -6.16217
H -4.06907 -1.58517 -7.47396
H -1.29725 1.25719 -8.13148
H -1.49557 0.60494 -6.53797
C -8.53842 0.57503 -2.30063
O -8.05650 1.46383 -1.62356
N -9.89043 0.33089 -2.32842
N -7.79165 -0.25133 -3.08416
H -10.31318 -0.39323 -2.87642
H -10.47280 0.91972 -1.76377
H -6.79431 -0.11274 -3.09927
H -8.18333 -0.98515 -3.64283
C -0.33771 -3.53932 0.04481
O -0.78805 -2.41487 -0.05162
N 0.99679 -3.78344 0.18787
N -1.13438 -4.65562 0.01577
H 1.39163 -4.70074 0.26520
H 1.61038 -2.98730 0.20626
H -2.12100 -4.51028 -0.09183
H -0.78426 -5.59095 0.09129
C 5.76222 4.15030 5.84263
O 5.42413 4.21318 4.66954
N 5.18654 3.29990 6.72631
N 6.75775 4.94300 6.35569
H 5.44702 3.23177 7.69211
H 4.45142 2.70416 6.37956
H 7.20387 5.58348 5.72651
H 7.05353 4.91146 7.31216
C 0.37645 4.76012 0.16783
O -0.16337 4.11195 -0.70434
N 1.19145 5.82717 -0.10684
N 0.22153 4.47928 1.50026
H 1.64939 6.37443 0.59641
H 1.32739 6.05867 -1.07364
H -0.36614 3.70126 1.73600
H 0.66186 4.99899 2.23541
C 3.34035 0.49912 8.56404
O 4.37061 1.15744 8.56072
N 2.48095 0.47765 9.60940
N 2.96693 -0.26332 7.49183
H 1.62673 -0.04353 9.61376
H 2.70978 1.04174 10.40520
H 3.57538 -0.26314 6.69366
H 2.12575 -0.80629 7.46295
C -3.73674 -4.78586 -6.61602
O -4.90057 -4.82647 -6.24977
N -2.80856 -3.97688 -6.04184
N -3.26993 -5.55978 -7.64739
H -1.85018 -3.93098 -6.33374
H -3.11235 -3.39284 -5.28292
H -3.92753 -6.16816 -8.09696
H -2.32101 -5.54285 -7.96843
C 0.04998 3.26328 8.54031
O 0.82810 2.62057 9.22444
N 0.25410 3.47002 7.20815
N -1.08882 3.82779 9.05135
H -0.37003 3.99402 6.62515
H 1.08312 3.06950 6.79842
H -1.26728 3.69384 10.02880
H -1.73976 4.35854 8.50493
```

Properties
HOMO: -3.430 eV
LUMO energy: 0.0616 Eh
orbital gap: 5.1 eV
total charge: -1
calculated total energy: -116801.3547 eV

***

Entry 4:
# C17H51N9O7

A 7-piece molecular cluster, C17H51N9O7 overall (ωB97M-V with the def2-TZVPD basis set, OMol25).

Geometry as XYZ:
```
84
C17H51N9O7 | OMol25 | ωB97M-V with the def2-TZVPD basis set
C -4.62658 3.32070 -1.89623
O -5.36215 3.61867 -3.10686
C -4.64036 4.29936 -4.09043
C -4.86509 5.82039 -4.10579
C -4.30212 6.49793 -2.85962
N -6.28929 6.13908 -4.17370
H -4.24862 4.23649 -1.43894
H -3.81697 2.70518 -2.28464
H -5.37476 2.89346 -1.23977
H -3.55945 4.07306 -4.02571
H -4.86402 3.88974 -5.08243
H -4.32195 6.22865 -4.96218
H -4.44873 7.57552 -2.95747
H -3.24327 6.28898 -2.72368
H -4.89521 6.21826 -1.98664
H -6.68103 5.72629 -3.32743
H -6.81255 5.65835 -4.89817
C 3.06337 -4.79455 4.20770
O 2.87159 -4.43279 2.85804
C 2.21997 -5.41410 2.06195
C 1.84482 -4.76655 0.72971
C 0.70602 -5.53805 0.06633
N 2.98945 -4.74522 -0.21319
H 3.68930 -5.68485 4.29459
H 2.12360 -4.79801 4.76527
H 3.63103 -3.98374 4.67715
H 2.91235 -6.24229 1.86084
H 1.35063 -5.79829 2.60730
H 1.46529 -3.76363 0.93287
H 1.01849 -6.54860 -0.20206
H 0.32321 -5.03959 -0.82477
H -0.16647 -5.55645 0.72560
H 3.31398 -5.70273 -0.31288
H 3.75420 -4.23883 0.23054
C -1.32286 2.02511 -1.44116
O 0.00443 1.63403 -1.63354
C 0.49924 0.88165 -0.55915
C 1.79880 0.19032 -0.95095
C 2.50384 -0.38142 0.25394
N 2.71761 1.16035 -1.59867
H -1.50136 2.35649 -0.40646
H -2.03172 1.19077 -1.52227
H -1.57080 2.83502 -2.12004
H 0.68784 1.53517 0.31259
H -0.24216 0.16594 -0.17052
H 1.59577 -0.52139 -1.74740
H 2.57699 0.30338 1.10053
H 3.50660 -0.65911 -0.08797
H 2.11040 -1.32100 0.65450
H 3.24200 1.65058 -0.88336
H 2.16088 1.81629 -2.13273
N -5.30480 1.08336 0.78287
C -4.08777 1.49110 1.27372
N -3.99761 2.73612 1.78188
O -3.15172 0.68600 1.20508
H -6.16922 1.53919 1.00745
H -5.29694 0.15103 0.41323
H -4.77294 3.36930 1.72549
H -3.11968 3.05772 2.16448
N 3.27422 -2.11155 -2.62422
C 2.37920 -2.75701 -3.43388
N 1.98569 -3.97761 -2.93392
O 1.96018 -2.30175 -4.48655
H 3.55997 -2.52621 -1.75728
H 3.34606 -1.12584 -2.82207
H 2.20813 -4.27555 -1.98524
H 1.25217 -4.47954 -3.39937
N -0.86504 1.14294 2.78517
C -0.75439 2.26504 3.54120
N 0.48163 2.47085 4.11771
O -1.68027 3.05788 3.68546
H -0.15451 0.43409 2.76019
H -1.79486 0.86839 2.46542
H 1.27328 1.98525 3.74367
H 0.54184 3.23830 4.75820
C 5.00612 -1.31508 3.11692
C 5.80162 -2.50485 2.63340
O 5.11198 -3.31641 1.70514
H 5.63990 -0.53607 3.54115
H 4.26267 -1.60247 3.86515
H 4.45879 -0.85822 2.28782
H 6.13461 -3.11180 3.48536
H 6.71289 -2.19081 2.12254
H 4.26460 -3.58982 2.10122
```

Properties
HOMO: -9.083 eV
LUMO energy: 0.0087 Eh
orbital gap: 9.3 eV
SMILES: COC[C@H](C)N.COC[C@H](C)N.COC[C@H](C)N.NC(N)=O.NC(N)=O.NC(N)=O.CCO
calculated total energy: -46201.1336 eV